1.
This record from the Open Molecules 2025 dataset describes a molecular structure, C18H60GaO14. The level of theory is the ωB97M-V functional and the def2-TZVPD basis.

Calculated values
Gap between HOMO and LUMO in eV: 6.7
LUMO level in eV: 2.140
HOMO in eV: -4.6

Geometry as ORCA input:
```
! wB97M-V def2-TZVPD RIJCOSX def2/J DEFGRID3
* xyz -1 1
H -2.99 6.72 -4.32
H 5.26 3.28 3.27
H 0.13 4.35 1.42
H -5.26 -4.77 4.26
H -6.32 -6.14 4.64
O 1.83 4.18 0.25
C 3.17 -3.36 0.08
H -9.40 -1.81 2.19
H 0.10 3.03 -1.61
O -2.69 4.96 -5.40
C 2.98 0.05 5.76
C -9.43 -2.90 2.08
O -5.20 -5.32 0.25
C -2.11 -0.65 -0.52
H 7.98 -1.82 0.98
C 5.28 1.18 -6.49
H -2.30 5.43 -6.14
H 0.54 2.02 2.11
H -4.10 -2.76 0.32
C 0.81 -3.12 -0.71
C 6.89 -1.82 1.12
H 4.23 1.51 -8.10
O -4.11 -1.83 0.08
H 3.57 -3.14 -0.90
C -3.54 5.86 -4.70
O -0.12 2.56 -2.41
H -1.62 1.22 0.39
H 2.97 -0.83 0.64
C -1.08 0.40 -0.10
H -6.70 -4.00 0.64
H 2.15 -0.85 -0.91
O 2.72 5.08 -3.86
H -0.74 2.99 -4.32
H 4.81 0.23 -6.23
H 6.23 0.99 -7.00
H 6.55 -0.81 1.35
H -2.86 -0.19 -1.16
H 1.49 -2.79 1.32
H -7.13 -5.69 0.93
H 3.16 -0.94 5.33
H -7.02 -5.06 -0.74
H -6.61 -5.18 3.17
H 5.48 1.73 -5.57
O 3.40 4.12 3.70
H 3.52 4.14 -5.49
O -2.63 -1.41 1.74
H -1.36 4.09 -3.08
H 4.30 -0.11 7.18
Ga 0.51 -0.11 1.09
C -2.90 -1.31 0.57
O 6.53 -2.72 2.16
H 0.49 -2.29 -1.35
H 1.82 3.22 0.42
C 3.53 4.04 -4.41
C 2.03 -1.09 0.15
C 1.16 4.74 1.38
H -0.10 -3.47 -0.21
H 3.91 -3.12 0.84
H 0.15 -0.92 2.43
O 4.42 1.99 -7.29
H -3.96 5.32 -3.86
C -6.59 -5.01 0.27
H 2.10 0.00 6.42
H 1.13 5.82 1.26
O 1.25 1.57 1.66
H 4.57 4.14 -4.06
H 1.20 -3.90 -1.36
H -10.39 -3.28 2.42
H 2.73 4.98 -2.90
H 6.41 -2.15 0.20
H -4.36 6.21 -5.34
H -9.31 -3.15 1.03
H 6.95 -2.41 2.97
H 3.95 2.11 3.57
C 1.86 -2.62 0.31
H -1.67 -1.44 -1.13
H 1.68 4.47 2.29
O 4.13 0.52 6.48
H -5.10 -6.22 -0.08
H -0.65 0.81 -1.01
H -8.44 -3.30 3.72
H 3.58 4.15 4.64
H 0.34 4.20 -3.60
C -0.49 3.52 -3.40
C 4.19 3.08 3.13
O -5.00 -6.50 3.12
H 2.77 0.74 4.96
H 3.97 3.05 2.07
O -8.35 -3.51 2.79
H -4.59 -6.01 2.40
C -5.84 -5.59 3.83
H 3.14 3.06 -4.13
H 3.00 -4.44 0.12
*
```


2.
This record from the Open Molecules 2025 dataset describes a molecular structure, C18H62CuF3N28O16. The level of theory is the ωB97M-V functional and the def2-TZVPD basis.

Calculated values
Gap between HOMO and LUMO (spin up / spin down) in eV: 1.9 / 7.5
LUMO level (spin up / spin down) in eV: 1.361 / 1.350
HOMO (spin up / spin down) in eV: -0.5 / -6.2

Geometry as ORCA input:
```
! wB97M-V def2-TZVPD RIJCOSX def2/J DEFGRID3
* xyz -1 2
H 25.27 -16.13 -2.63
H 26.93 -17.45 -9.28
H 21.58 -13.25 -7.97
H 29.89 -16.10 -10.52
H 23.67 -15.64 -1.68
O 29.65 -17.26 -7.38
H 25.41 -11.66 0.49
N 22.58 -14.72 -4.72
H 28.78 -14.17 -10.47
H 30.39 -12.80 -10.04
O 29.58 -15.64 -4.41
N 28.56 -14.00 -3.42
N 23.97 -21.25 -3.16
H 23.11 -13.83 -7.19
C 26.08 -18.59 -10.76
H 27.70 -14.33 -7.96
N 30.17 -15.51 -9.75
C 22.92 -11.98 -7.08
N 29.40 -18.41 -5.57
H 28.60 -13.06 -3.07
H 30.68 -13.11 -3.09
N 29.83 -19.57 -7.23
N 25.48 -19.74 -10.91
N 30.77 -14.08 -3.35
H 23.61 -18.76 -4.83
H 24.08 -22.25 -3.16
H 24.64 -20.68 -2.66
C 22.97 -15.63 -11.46
H 30.46 -19.87 -7.96
H 20.54 -12.94 -3.56
N 22.09 -11.05 -7.31
H 23.39 -16.56 -13.13
H 22.18 -10.22 -6.75
C 24.66 -17.30 -1.14
N 23.56 -15.36 -10.36
H 29.88 -15.84 -8.84
H 31.61 -12.12 -7.36
O 28.62 -11.63 -12.26
C 22.06 -13.96 -3.84
H 24.35 -15.96 -10.17
N 28.60 -10.32 -4.57
C 27.52 -10.55 -3.93
H 26.03 -17.75 -2.42
Cu 24.95 -12.27 -4.24
O 25.69 -14.73 -4.34
O 25.20 -12.00 -1.98
H 29.35 -7.17 -8.39
O 27.54 -7.20 -10.04
N 20.86 -13.74 -4.08
F 24.13 -15.35 -6.97
C 26.19 -15.07 -5.58
H 31.61 -15.43 -11.64
O 31.82 -14.44 -8.70
O 24.88 -18.12 -0.23
H 32.20 -10.54 -4.62
H 29.45 -12.72 -7.76
H 25.84 -14.69 -0.71
C 25.32 -15.95 -6.64
C 23.27 -20.59 -3.97
N 23.73 -16.42 -1.03
H 29.56 -8.89 -8.44
O 22.50 -21.10 -4.78
H 23.45 -16.33 -0.07
H 28.67 -10.81 -2.25
H 24.66 -19.11 -3.58
H 23.57 -14.91 -4.68
H 32.62 -14.27 -10.93
H 21.96 -15.27 -5.30
O 23.85 -11.86 -6.35
C 25.48 -12.80 -1.18
H 22.86 -15.28 -9.64
H 28.62 -14.47 -6.50
C 31.32 -14.96 -9.65
N 29.88 -12.05 -10.49
O 26.47 -10.50 -4.46
N 25.77 -13.99 -1.43
H 31.20 -9.06 -4.94
H 27.10 -9.45 -10.26
N 27.98 -9.32 -9.78
N 28.94 -8.09 -8.49
H 28.46 -10.05 -9.27
N 31.86 -14.91 -10.81
N 22.51 -13.13 -7.58
H 25.34 -20.40 -10.16
H 32.58 -11.99 -5.96
N 25.40 -12.60 0.11
H 28.56 -9.85 -5.47
H 29.24 -19.28 -5.09
C 29.67 -18.35 -6.80
H 21.30 -11.18 -7.92
H 27.03 -15.76 -5.45
H 29.40 -17.52 -5.09
H 25.18 -19.98 -11.84
C 31.44 -10.38 -6.40
H 31.65 -14.27 -3.80
N 31.91 -11.55 -6.58
H 26.38 -19.03 -8.88
C 28.99 -12.41 -11.37
O 26.68 -13.79 -6.07
H 20.75 -13.54 -5.06
F 25.99 -16.18 -7.81
H 26.94 -10.84 -2.04
N 28.52 -13.60 -11.26
F 24.98 -17.15 -6.18
N 23.80 -19.37 -4.06
H 25.83 -14.21 -2.42
N 26.63 -18.36 -9.59
H 29.60 -20.28 -6.55
H 27.84 -11.92 -7.58
O 30.95 -9.72 -7.31
O 21.80 -15.50 -11.71
C 28.18 -8.08 -9.53
H 27.68 -14.37 -3.76
H 27.98 -14.13 -11.94
C 29.61 -14.65 -3.75
C 27.82 -13.90 -6.97
O 26.21 -17.86 -11.70
N 31.63 -9.93 -5.20
C 28.56 -12.60 -7.13
N 25.35 -17.04 -2.19
H 25.67 -13.34 0.74
H 29.38 -10.35 -3.93
O 22.61 -13.50 -2.98
N 23.79 -16.20 -12.29
H 24.78 -16.29 -12.10
N 27.74 -10.78 -2.65
H 30.31 -11.15 -10.62
H 28.86 -12.21 -6.16
*
```


Sequential largest force on an atom output: 0.02190; 0.24137 Eh/bohr